<i>
This record from OMol25 describes an isolated ion of composition C3H5N2S and charge -1. The level of theory is wB97M-V/def2-TZVPD.

Last column: Mulliken charge in e.
Geometry (Å):
C (-0.21, 1.07, 0.80)  -0.276
C (0.79, 0.06, 1.16)  -0.033
C (-1.01, -0.14, -1.19)  -0.517
N (-1.02, 0.84, -0.18)  -0.600
N (1.03, -0.75, 0.19)  -0.337
S (2.32, -1.78, 0.01)  -0.617
H (-0.30, 1.91, 1.35)  0.450
H (1.40, 0.16, 2.19)  0.252
H (-1.47, 0.11, -2.12)  0.274
H (0.05, -0.43, -1.51)  0.222
H (-1.56, -1.05, -0.69)  0.184

Properties
Charge: -1
Kohn-Sham gap in eV: 6.705
Lowest unoccupied orbital energy in eV: 4.17
Multiplicity: 1
HOMO level in eV: -2.54
SMILES string: C/N=C\C=N\[S-]



<ii>
This record from OMol25 describes an isolated ion of composition C3H5N2S and charge -1. The level of theory is wB97M-V/def2-TZVPD.

Last column: Mulliken charge in e.
Geometry (Å):
C (1.25, 0.88, -0.51)  -0.518
C (0.10, 1.64, -0.24)  -0.180
C (-0.01, -1.61, 0.34)  -0.811
N (0.02, -0.48, -0.55)  -0.277
N (-0.80, 0.65, 0.02)  -0.048
S (-2.20, 0.51, 0.84)  -0.605
H (1.79, 1.31, -1.45)  0.086
H (-0.19, 2.65, -0.02)  0.416
H (-0.99, -2.16, 0.25)  0.243
H (0.75, -2.16, -0.03)  0.388
H (0.26, -1.24, 1.34)  0.307

Properties
Charge: -1
Kohn-Sham gap in eV: 6.130
Lowest unoccupied orbital energy in eV: 4.08
Multiplicity: 1
HOMO level in eV: -2.05
SMILES string: Cn1ccn1[S-]



What should be chosen as the least stable of them? Choose <ii>.



<i>
This record from OMol25 describes an isolated ion of composition C8H14N3 and charge +1. The level of theory is wB97M-V/def2-TZVPD.

Last column: Mulliken charge in e.
Geometry (Å):
C (3.05, 0.91, -1.14)  -0.281
C (2.02, 0.41, -2.95)  -0.229
C (1.61, 0.71, -0.75)  0.385
C (-0.36, 0.58, 0.97)  -0.979
C (1.14, 0.73, 0.51)  -0.978
C (-1.06, -0.66, 1.20)  0.980
C (-0.40, -1.76, 1.99)  -1.185
C (-3.20, 0.14, 0.22)  -0.910
N (3.19, 0.68, -2.48)  -0.561
N (1.05, 0.37, -1.95)  -0.108
N (-2.28, -0.93, 0.81)  -0.205
H (3.49, 0.18, -0.39)  0.328
H (1.67, 0.09, -3.80)  0.493
H (-0.33, 1.06, 1.94)  0.368
H (-1.03, 1.22, 0.37)  0.454
H (1.81, 1.16, 1.19)  0.491
H (-0.37, -1.55, 3.01)  0.321
H (0.61, -1.81, 1.51)  0.330
H (-0.93, -2.74, 1.75)  0.401
H (-4.26, -0.35, 0.04)  0.304
H (-3.25, 1.15, 0.67)  0.310
H (-2.71, 0.18, -0.76)  0.406
H (0.06, 0.08, -2.06)  0.180
H (-2.74, -1.83, 1.11)  0.340
H (3.24, 1.96, -0.98)  0.344

Properties
Charge: +1
Kohn-Sham gap in eV: 7.357
Lowest unoccupied orbital energy in eV: -4.03
Multiplicity: 1
HOMO level in eV: -11.38
SMILES string: C/[NH+]=C(/C)C/C=C1/CN=CN1



<ii>
This record from OMol25 describes a 2-piece molecular cluster, C8H14N3 overall. The level of theory is wB97M-V/def2-TZVPD.

Last column: Mulliken charge in e.
Geometry (Å):
C (2.67, 0.17, 0.88)  -0.566
C (1.30, -0.10, 0.96)  -0.714
C (3.30, 0.04, -0.33)  -0.208
C (1.49, -0.49, -1.51)  -0.351
C (0.78, -0.42, -0.29)  0.541
C (-1.38, -0.68, -1.58)  -1.833
C (-2.08, 1.38, 1.26)  -0.880
C (-0.59, -0.78, -0.37)  1.402
N (2.81, -0.29, -1.52)  -0.553
N (-1.06, -1.55, 0.59)  -0.223
N (-1.14, 1.33, 0.17)  -0.424
H (3.23, 0.55, 1.81)  0.345
H (0.82, -0.30, 1.90)  0.449
H (4.40, 0.14, -0.19)  0.326
H (1.03, -0.90, -2.41)  0.229
H (-2.47, -0.74, -1.35)  0.482
H (-1.24, 0.35, -1.99)  0.411
H (-0.97, -1.41, -2.25)  0.453
H (-3.04, 1.41, 0.76)  0.333
H (-1.84, 0.54, 1.90)  0.280
H (-2.08, 2.23, 1.86)  0.363
H (-0.47, -1.73, 1.40)  0.222
H (-1.99, -2.13, 0.61)  0.329
H (-0.21, 1.54, 0.40)  0.271
H (-1.30, 1.83, -0.72)  0.316

Properties
Charge: +1
Kohn-Sham gap in eV: 9.497
Lowest unoccupied orbital energy in eV: -3.97
Multiplicity: 1
HOMO level in eV: -13.47



What should be chosen as the least stable of them? Choose <i>.



<i>
This record from OMol25 describes one molecule with the formula C7H9BO2. The level of theory is wB97M-V/def2-TZVPD.

Last column: Mulliken charge in e.
Geometry (Å):
B (1.49, 0.57, 0.12)  0.739
C (-2.06, 0.37, 0.67)  -0.476
C (-1.46, -0.86, 0.62)  -0.497
C (-1.63, 1.50, -0.21)  -0.464
C (-0.58, 1.36, -1.01)  -0.420
C (-0.30, -1.12, -0.13)  0.736
C (0.34, -2.27, -0.38)  -1.277
C (0.43, 0.32, -0.96)  -0.350
O (2.73, -0.01, -0.18)  -0.552
O (1.32, 1.31, 1.27)  -0.587
H (-2.92, 0.25, 1.19)  0.456
H (-1.88, -1.73, 1.06)  0.356
H (-2.24, 2.41, -0.14)  0.339
H (-0.42, 2.14, -1.77)  0.343
H (1.18, -2.32, -0.94)  0.344
H (-0.02, -3.17, 0.00)  0.356
H (0.88, 0.05, -1.89)  0.443
H (3.17, 0.07, 0.68)  0.238
H (1.98, 1.15, 2.01)  0.273

Properties
Charge: 0
Kohn-Sham gap in eV: 8.001
Lowest unoccupied orbital energy in eV: 0.29
Multiplicity: 1
HOMO level in eV: -7.71
SMILES string: C=C1C=CC=C[C@H]1B(O)O



<ii>
This record from OMol25 describes one molecule with the formula C7H9BO2. The level of theory is wB97M-V/def2-TZVPD.

Last column: Mulliken charge in e.
Geometry (Å):
B (-1.95, -0.01, 0.15)  0.674
C (2.31, -0.75, -0.32)  -0.357
C (1.16, -1.42, -0.15)  -0.556
C (1.26, 1.47, -0.10)  -0.541
C (0.20, 0.82, 0.25)  0.013
C (2.55, 0.68, 0.11)  -0.550
C (0.14, -0.64, 0.60)  0.576
C (-3.46, 0.00, -0.32)  -0.906
O (-1.28, 1.21, 0.09)  -0.584
O (-1.17, -1.08, 0.25)  -0.552
H (3.24, -1.18, -0.81)  0.298
H (0.96, -2.48, -0.42)  0.386
H (1.11, 2.47, -0.40)  0.522
H (2.65, 0.71, 1.29)  0.211
H (3.32, 1.24, -0.47)  0.360
H (0.33, -0.86, 1.73)  0.132
H (-3.87, 0.94, -0.57)  0.275
H (-4.19, -0.54, 0.30)  0.297
H (-3.30, -0.58, -1.23)  0.302

Properties
Charge: 0
Kohn-Sham gap in eV: 10.183
Lowest unoccupied orbital energy in eV: 0.76
Multiplicity: 1
HOMO level in eV: -9.43
SMILES string: CB1OC2=CCC=C[C@@H]2O1



What should be chosen as the least stable of them? Choose <i>.



<i>
This record from OMol25 describes C9H7N as an isolated structure. The level of theory is wB97M-V/def2-TZVPD.

Last column: Mulliken charge in e.
Geometry (Å):
C (-0.72, 2.94, -0.52)  -0.433
C (-2.38, 1.83, -0.30)  -0.273
C (2.38, 1.01, 0.18)  -0.588
C (1.81, -0.25, 0.00)  -0.368
C (1.55, 2.16, 0.26)  -0.478
C (0.45, -0.33, -0.19)  -0.508
C (0.15, 2.09, 0.14)  0.517
C (-0.40, 0.77, 0.05)  0.229
C (-2.40, -0.55, 0.35)  -1.001
N (-1.76, 0.67, -0.02)  0.318
H (3.33, 1.23, 0.53)  0.394
H (2.34, -1.24, 0.18)  0.292
H (1.96, 3.06, 0.59)  0.393
H (0.05, -1.27, -0.18)  0.493
H (-2.50, -1.31, -0.44)  0.298
H (-1.73, -1.00, 1.17)  0.365
H (-3.35, -0.35, 0.67)  0.350

Properties
Charge: 0
Kohn-Sham gap (spin up / spin down) in eV: 6.504 / 6.505
Lowest unoccupied orbital energy (spin up / spin down) in eV: -1.26 / -1.26
Multiplicity: 1
HOMO level (spin up / spin down) in eV: -7.76 / -7.76



<ii>
This record from OMol25 describes one molecule with the formula C9H7N. The level of theory is wB97M-V/def2-TZVPD.

Last column: Mulliken charge in e.
Geometry (Å):
N (-0.05, 1.85, -1.12)  -0.686
C (1.28, 1.65, -0.84)  -0.523
C (2.76, 0.51, 0.61)  -0.818
C (1.52, 0.56, 0.03)  0.689
C (-2.44, -0.88, -0.25)  -0.427
C (-1.61, -1.57, 0.72)  -0.530
C (-1.93, 0.22, -0.89)  -0.316
C (-0.29, -1.15, 0.95)  -0.407
C (-0.65, 0.68, -0.59)  0.215
C (0.21, -0.08, 0.15)  0.322
H (2.09, 2.31, -1.13)  0.411
H (3.73, 0.94, 0.44)  0.361
H (2.81, -0.34, 1.24)  0.240
H (-3.36, -1.31, -0.50)  0.422
H (-1.96, -2.44, 1.24)  0.371
H (-2.53, 0.70, -1.72)  0.311
H (0.40, -1.63, 1.65)  0.364

Properties
Charge: 0
Kohn-Sham gap in eV: 7.950
Lowest unoccupied orbital energy in eV: -0.68
Multiplicity: 1
HOMO level in eV: -8.63
SMILES string: C=C1C=Nc2ccccc21



What should be chosen as the least stable of them? Choose <i>.